Entry 1:
{"formula": "C23H17BrIN5O6S2Ti", "method": "ωB97M-V with the def2-TZVPD basis set", "species": ["Ti", "I", "C", "C", "C", "C", "C", "C", "C", "C", "C", "C", "H", "H", "H", "H", "H", "H", "O", "S", "O", "O", "C", "C", "C", "C", "C", "C", "S", "O", "O", "O", "H", "H", "H", "H", "N", "C", "C", "N", "C", "C", "N", "C", "C", "N", "H", "H", "H", "H", "H", "H", "Br", "N", "C", "H"], "xyz": [[0.353, -0.154, -0.860], [-0.529, 0.878, 1.776], [0.606, 2.432, 2.624], [-0.105, 3.630, 2.695], [0.581, 4.753, 3.162], [1.916, 4.679, 3.464], [2.659, 3.471, 3.349], [4.045, 3.444, 3.532], [4.741, 2.233, 3.308], [4.121, 1.052, 3.079], [2.652, 0.983, 3.115], [1.925, 2.274, 3.015], [-1.125, 3.696, 2.354], [0.059, 5.700, 3.244], [2.455, 5.568, 3.774], [4.572, 4.362, 3.755], [5.827, 2.244, 3.329], [4.677, 0.137, 2.928], [-1.322, 3.354, -2.916], [-0.934, 1.970, -2.919], [0.022, 1.565, -3.912], [-0.621, 1.480, -1.544], [-2.422, 1.028, -3.334], [-3.497, 1.768, -3.797], [-4.634, 1.133, -4.289], [-4.700, -0.249, -4.333], [-3.639, -1.003, -3.836], [-2.511, -0.372, -3.333], [-1.378, -1.455, -2.437], [-1.776, -2.796, -2.768], [0.011, -1.081, -2.763], [-1.574, -1.054, -1.023], [-3.412, 2.845, -3.778], [-5.465, 1.731, -4.643], [-5.573, -0.752, -4.730], [-3.684, -2.081, -3.820], [-1.292, -4.384, 0.480], [-2.263, -4.245, 1.468], [-1.926, -3.126, 2.164], [-0.817, -2.524, 1.634], [-0.467, -3.277, 0.601], [0.596, -3.056, -0.300], [1.367, -1.928, -0.420], [2.386, -2.288, -1.311], [2.196, -3.529, -1.780], [1.072, -4.077, -1.145], [-1.481, -4.819, -0.407], [-3.051, -4.964, 1.599], [-2.410, -2.724, 3.038], [3.168, -1.585, -1.545], [2.769, -4.090, -2.497], [0.410, -4.584, -1.721], [2.503, 1.101, -1.019], [1.627, -1.282, 3.623], [2.057, -0.194, 3.215], [1.235, -1.842, 2.856]], "forces_ev_per_angstrom": [[0.955, 0.287, 1.014], [-0.078, -0.293, 0.116], [-0.230, 0.310, -0.136], [0.231, 0.030, 0.063], [-0.059, -0.085, -0.036], [0.034, 0.029, 0.006], [-0.044, 0.125, 0.068], [-0.031, -0.095, 0.067], [0.113, 0.019, 0.064], [-0.094, -0.052, -0.064], [0.035, 0.004, -0.156], [0.179, -0.136, 0.060], [-0.061, -0.018, -0.020], [-0.022, 0.048, 0.002], [0.004, 0.039, 0.006], [0.025, 0.034, -0.017], [0.036, 0.003, -0.007], [0.020, -0.011, -0.061], [-0.156, 0.034, 0.108], [-0.045, -0.347, -0.137], [0.012, 0.110, 0.019], [-0.203, 0.273, -0.455], [0.121, 0.070, -0.118], [-0.094, -0.246, -0.142], [-0.002, 0.081, -0.008], [0.177, -0.016, 0.071], [-0.108, 0.266, -0.105], [0.045, -0.197, 0.375], [-0.499, 0.524, -0.427], [0.165, -0.164, 0.072], [-0.202, -0.209, -0.324], [-0.245, -0.400, 0.016], [-0.025, 0.034, -0.004], [-0.004, -0.019, -0.013], [-0.030, 0.021, 0.003], [0.007, -0.029, 0.025], [-0.132, 0.193, 0.084], [0.023, 0.026, 0.014], [-0.034, -0.087, -0.028], [0.089, -0.041, -0.021], [-0.041, -0.040, -0.098], [0.301, -0.016, -0.233], [-0.424, -0.311, -0.163], [0.117, 0.081, 0.182], [0.024, 0.040, -0.016], [-0.029, 0.030, 0.048], [0.052, -0.037, -0.001], [-0.039, -0.030, 0.006], [-0.030, 0.040, 0.056], [-0.049, 0.036, -0.009], [-0.001, -0.019, -0.018], [-0.001, 0.003, 0.047], [0.277, 0.059, 0.030], [-0.137, 0.086, -0.301], [0.094, 0.030, 0.428], [0.011, -0.068, 0.070]], "s_squared": 2.0214, "spin_multiplicity": 3, "e_above_lowest_ev": 2.077, "orbital_gap_ev": [3.6, 3.6], "charge": -2, "total_energy_ev": -166793.9866}



Entry 2:
{"formula": "C23H17BrN3O4S3W", "method": "ωB97M-V with the def2-TZVPD basis set", "species": ["W", "O", "C", "C", "C", "C", "C", "C", "C", "N", "C", "C", "N", "C", "C", "C", "C", "C", "C", "C", "O", "H", "H", "H", "H", "H", "H", "H", "H", "H", "H", "H", "H", "H", "H", "S", "C", "S", "S", "Br", "C", "C", "N", "C", "C", "C", "C", "O", "O", "H", "H", "H"], "xyz": [[-0.223, 0.677, -0.817], [-0.003, 2.185, 0.514], [0.614, 2.117, 1.694], [0.064, 2.786, 2.782], [0.679, 2.737, 4.027], [1.858, 2.005, 4.189], [2.417, 1.348, 3.117], [1.824, 1.386, 1.833], [2.390, 0.742, 0.726], [1.840, 0.692, -0.523], [2.657, -0.073, -1.449], [2.004, 0.005, -2.806], [0.577, -0.240, -2.586], [-0.242, 0.233, -3.493], [-1.618, -0.189, -3.586], [-2.231, -0.196, -4.844], [-3.426, -0.856, -5.025], [-4.001, -1.518, -3.935], [-3.435, -1.494, -2.679], [-2.253, -0.764, -2.462], [-1.773, -0.621, -1.253], [-0.856, 3.331, 2.622], [0.240, 3.258, 4.869], [2.337, 1.952, 5.159], [3.335, 0.783, 3.246], [3.328, 0.205, 0.850], [2.721, -1.125, -1.135], [3.678, 0.323, -1.498], [2.385, -0.749, -3.498], [2.132, 0.997, -3.260], [0.164, 0.788, -4.343], [-1.738, 0.297, -5.674], [-3.908, -0.876, -5.992], [-4.934, -2.051, -4.076], [-3.908, -1.973, -1.834], [0.352, 2.689, -2.184], [-1.256, 3.322, -2.116], [-2.194, 2.141, -1.310], [-1.750, 4.784, -2.692], [1.998, -5.043, 3.934], [0.910, -3.514, 3.741], [0.254, -2.992, 4.850], [-0.519, -1.914, 4.807], [-0.665, -1.308, 3.630], [-0.060, -1.777, 2.468], [0.758, -2.901, 2.512], [-0.244, -1.043, 1.182], [0.347, -1.406, 0.131], [-0.969, -0.008, 1.160], [0.372, -3.475, 5.813], [-1.275, -0.416, 3.598], [1.248, -3.260, 1.618]], "forces_ev_per_angstrom": [[0.095, 0.190, 1.489], [-0.074, -0.169, -0.031], [-0.059, 0.065, -0.131], [0.088, -0.057, 0.011], [-0.020, 0.000, -0.058], [0.030, 0.007, 0.115], [0.057, -0.061, -0.078], [-0.157, 0.131, 0.237], [0.074, -0.038, -0.173], [0.244, -0.285, -0.085], [-0.006, -0.012, -0.206], [-0.217, 0.001, -0.032], [-0.208, 0.533, -0.183], [0.001, -0.801, -0.400], [0.256, 0.294, 0.088], [-0.147, -0.045, 0.063], [0.090, 0.042, 0.011], [-0.119, -0.069, 0.055], [0.019, 0.181, -0.060], [0.023, -0.171, 0.089], [0.251, 0.052, -0.327], [-0.018, 0.010, 0.006], [-0.010, 0.007, 0.018], [-0.009, 0.010, 0.008], [0.010, -0.004, -0.007], [0.017, 0.064, 0.093], [-0.043, 0.018, 0.025], [-0.036, 0.033, 0.033], [0.061, 0.001, 0.056], [0.070, -0.030, 0.061], [-0.011, -0.159, -0.044], [0.021, 0.017, -0.002], [-0.001, 0.008, -0.026], [-0.003, -0.007, -0.004], [-0.001, -0.014, 0.022], [0.325, 0.436, -0.340], [0.008, 0.129, -0.009], [-0.526, 0.028, 0.074], [0.047, -0.183, -0.002], [0.072, -0.107, 0.017], [-0.211, 0.303, -0.054], [0.127, -0.190, 0.089], [0.027, 0.003, -0.052], [0.130, -0.186, -0.060], [0.033, 0.057, -0.223], [-0.156, 0.105, 0.232], [0.036, -0.157, -0.175], [-0.127, 0.121, 0.237], [-0.019, -0.175, -0.301], [-0.020, 0.015, 0.009], [0.001, 0.026, -0.031], [-0.016, 0.032, -0.044]], "s_squared": 2.0367, "spin_multiplicity": 3, "e_above_lowest_ev": 1.893, "orbital_gap_ev": [4.8, 6.4], "charge": -1, "total_energy_ev": -141165.0474}



Entry 3:
{"formula": "C23H17ClMoN4O6Se4", "method": "ωB97M-V with the def2-TZVPD basis set", "species": ["Mo", "C", "O", "C", "C", "C", "C", "C", "C", "N", "N", "C", "C", "C", "C", "O", "C", "N", "C", "C", "C", "C", "H", "H", "H", "H", "H", "H", "H", "H", "H", "H", "H", "H", "Se", "Se", "Se", "Se", "O", "Cl", "O", "O", "O", "N", "C", "C", "C", "C", "C", "C", "C", "H", "H", "H", "H", "H"], "xyz": [[-0.354, -3.543, 0.415], [2.751, 3.107, 2.068], [1.462, 2.794, 1.571], [1.327, 2.665, 0.224], [2.356, 2.842, -0.690], [2.100, 2.685, -2.048], [0.851, 2.301, -2.500], [-0.190, 2.163, -1.578], [0.047, 2.353, -0.232], [0.692, 2.166, -3.927], [0.104, 1.193, -4.424], [-0.335, 0.122, -3.576], [-1.661, -0.210, -3.543], [-2.161, -1.188, -2.666], [-1.304, -1.872, -1.832], [-1.658, -2.791, -0.982], [0.080, -1.583, -1.910], [0.871, -2.306, -1.058], [2.174, -2.146, -1.130], [2.773, -1.262, -2.036], [1.995, -0.489, -2.850], [0.589, -0.622, -2.798], [2.657, 3.146, 3.149], [3.094, 4.077, 1.701], [3.478, 2.338, 1.796], [3.350, 3.118, -0.367], [2.886, 2.851, -2.775], [-1.186, 1.912, -1.912], [-0.751, 2.263, 0.493], [-2.344, 0.335, -4.185], [-3.217, -1.419, -2.636], [2.777, -2.735, -0.454], [3.852, -1.198, -2.065], [2.445, 0.208, -3.545], [-0.306, -5.600, -0.781], [1.375, -6.984, 0.066], [2.983, -5.470, 0.746], [1.661, -3.779, 1.720], [-3.519, -2.859, 1.762], [-3.143, -4.234, 1.812], [-3.520, -4.865, 3.023], [-3.543, -4.951, 0.652], [-1.591, -4.255, 1.830], [-0.738, -1.630, 1.475], [-0.951, -0.587, 1.894], [-1.277, 0.715, 2.395], [-2.524, 1.254, 2.076], [-2.847, 2.520, 2.529], [-1.935, 3.237, 3.293], [-0.698, 2.692, 3.613], [-0.362, 1.427, 3.166], [-3.221, 0.672, 1.488], [-3.811, 2.948, 2.289], [-2.192, 4.227, 3.645], [0.005, 3.256, 4.210], [0.599, 0.990, 3.399]], "forces_ev_per_angstrom": [[0.268, -0.282, -0.223], [-0.011, -0.004, -0.052], [0.248, 0.121, -0.128], [0.080, 0.010, -0.133], [0.048, 0.015, -0.015], [0.049, 0.022, -0.034], [-0.031, 0.030, 0.102], [0.017, 0.056, -0.016], [-0.073, 0.024, -0.049], [-0.076, -0.023, 0.019], [0.056, 0.131, 0.051], [0.072, -0.171, 0.023], [-0.119, -0.041, -0.025], [-0.147, 0.070, -0.162], [-0.114, 0.119, -0.007], [0.129, -0.347, 0.538], [0.289, 0.065, -0.010], [-0.307, -0.010, 0.160], [0.036, -0.006, 0.042], [0.061, 0.049, -0.047], [-0.038, -0.024, -0.020], [0.096, -0.043, 0.059], [0.005, 0.005, 0.041], [-0.001, 0.007, 0.007], [0.005, -0.006, 0.005], [0.004, -0.002, -0.019], [0.011, -0.003, 0.030], [-0.014, 0.013, 0.007], [0.014, 0.077, -0.127], [-0.002, -0.010, 0.017], [0.004, 0.011, -0.015], [-0.007, 0.004, -0.021], [-0.003, 0.006, -0.004], [0.005, -0.017, -0.001], [0.018, 0.306, -0.119], [0.096, -0.112, 0.092], [0.026, -0.011, -0.025], [-0.309, -0.003, -0.157], [0.044, -0.211, 0.033], [-0.170, 0.022, -0.036], [0.091, 0.106, -0.199], [0.081, 0.101, 0.201], [-0.262, 0.184, 0.053], [0.278, -0.050, -0.240], [-0.120, 0.179, 0.130], [-0.037, -0.098, 0.133], [-0.110, -0.017, 0.028], [-0.039, -0.060, -0.067], [0.134, -0.014, 0.059], [-0.177, -0.001, 0.062], [-0.053, -0.185, 0.115], [-0.015, 0.004, -0.018], [0.003, -0.011, -0.003], [0.003, 0.003, -0.005], [0.004, 0.006, -0.019], [-0.040, 0.017, -0.013]], "spin_multiplicity": 1, "e_above_lowest_ev": 0.282, "orbital_gap_ev": [6.1, 6.0], "total_energy_ev": -318128.5034}